Entry 1:
ORCA calculation (the ωB97M-V functional and the def2-TZVPD basis) on C37H32IrN9OS3Sb as an isolated structure in a non-equilibrium geometry.

Geometry as XYZ:
```
84
Properties=species:S:1:pos:R:3:mulliken_charge:R:1
C 4.996 -1.800 0.467 -0.20
C 1.235 1.657 0.417 0.44
H 0.258 5.785 1.336 0.18
H -4.888 1.973 -2.459 0.22
N -0.699 -2.212 -7.237 -0.44
H -1.033 4.658 -0.275 0.22
C -1.998 -4.182 1.468 -0.61
C -6.031 1.177 -4.088 -0.64
C -0.431 -2.283 -3.749 0.93
C -4.486 0.306 1.815 -0.32
C -5.048 2.381 2.880 -0.49
C 4.438 1.533 3.913 0.30
C 6.197 0.677 1.900 0.17
C -2.264 -3.634 -4.537 -0.03
H 5.955 0.874 5.272 0.42
C -2.789 -1.970 0.028 0.24
H 3.613 -0.330 -2.238 0.39
C 4.969 1.242 1.570 0.14
C -1.733 -1.865 0.921 -0.51
N 1.276 0.537 0.089 -0.67
C -3.451 -3.168 -0.162 -0.49
H -0.767 2.971 -0.583 -0.18
H -1.695 -5.052 2.032 0.41
S -0.736 -2.749 -2.109 -0.32
H 2.646 2.501 4.589 0.31
C -1.165 -2.801 -4.798 0.32
H -6.183 -2.095 -4.926 0.44
C 6.535 0.548 3.249 -0.71
H -0.528 -2.883 2.349 0.50
C -4.185 2.381 0.638 -0.46
C -4.659 3.071 1.743 -0.72
H -4.424 -0.775 1.842 0.45
C 3.512 1.988 4.999 -1.56
H 4.028 2.662 5.681 0.39
N 1.339 2.815 0.914 -0.37
C -5.901 -1.199 -4.394 -0.68
H -1.223 -0.915 1.055 0.57
H -3.559 -5.216 0.430 0.44
C -4.102 0.998 0.677 0.55
N 7.161 0.292 0.962 -0.05
C -4.691 -0.154 -2.627 0.87
N 0.846 4.973 1.391 -0.36
H 1.866 -3.080 0.257 0.53
C 0.548 3.847 0.728 0.61
H 4.681 1.393 0.542 0.71
H 8.115 0.366 1.300 0.26
H 3.964 -3.285 1.598 0.45
C 5.670 0.969 4.235 -0.64
H 5.948 0.133 -2.014 0.25
C -3.050 -4.274 0.572 -0.69
H 1.658 4.990 1.986 0.22
H 5.903 -1.870 1.045 0.58
H -4.633 -2.269 -3.042 0.16
C 3.906 -2.591 0.776 -0.97
H 3.163 1.135 5.581 0.33
H -6.407 2.142 -4.385 0.41
C -0.904 -2.469 -6.137 -0.24
C 7.123 0.227 -0.406 0.27
C 4.905 -0.930 -0.622 -0.11
N 5.919 -0.089 -1.026 -0.03
H 3.170 2.108 2.285 0.33
N -0.540 3.809 -0.051 -0.09
Sb -3.321 -0.146 -0.969 1.85
H -5.263 0.455 3.798 0.41
C -1.339 -2.976 1.645 -0.72
C 3.713 -0.944 -1.354 -0.02
C -5.177 1.086 -3.006 -0.74
C -4.961 0.999 2.915 -0.70
H 7.493 0.126 3.517 0.42
N -3.189 -4.266 -4.280 -0.56
C -5.031 -1.302 -3.318 -0.04
C -6.400 0.034 -4.777 -0.56
H -5.425 2.916 3.739 0.40
C 4.109 1.660 2.570 -0.48
H -4.268 -3.252 -0.867 0.42
S 0.795 -1.086 -3.918 -0.32
C 2.745 -2.493 0.028 -0.16
H -4.728 4.149 1.721 0.41
H -3.889 2.919 -0.254 0.29
N 2.661 -1.678 -1.021 -0.44
O 8.104 0.444 -1.076 -0.64
Ir 0.549 -0.749 -1.465 1.16
S -1.446 1.022 -1.684 -0.79
H -7.076 0.105 -5.614 0.39
```

Results
Net charge: +1
Multiplicity: 1

Entry 2:
ORCA calculation (the ωB97M-V functional and the def2-TZVPD basis) on a 6-piece molecular cluster, C30H28O18 overall in a non-equilibrium geometry.

Geometry as XYZ:
```
76
Properties=species:S:1:pos:R:3:mulliken_charge:R:1
O -6.349 -2.010 -1.520 -0.49
H -5.076 0.589 -2.883 0.31
C 4.491 -2.546 -4.763 0.59
C -1.978 2.113 0.146 0.27
H -4.764 0.440 -1.058 0.01
C -5.369 0.641 4.416 -1.15
H 0.316 -2.267 2.360 0.33
C 3.423 -1.550 -2.037 1.10
H 2.919 0.844 -2.054 0.32
C -7.677 -0.087 -1.476 -1.10
O 0.624 0.918 -2.363 -0.65
O 3.019 -1.148 -0.926 -0.59
O 4.940 -2.910 -5.802 -0.56
C 0.345 2.745 0.874 -1.11
H 4.422 -0.375 -5.284 0.36
O 9.064 2.584 3.379 -0.49
O -1.586 3.343 2.042 -0.56
H -0.413 -1.273 0.097 0.23
C -6.365 -0.857 -1.633 0.64
C -1.958 -4.865 -0.578 -0.57
C -1.135 2.727 1.126 0.95
O 3.886 3.629 2.247 -0.55
H -7.840 1.046 -1.767 0.30
C 5.389 3.308 3.828 0.24
H 3.737 4.055 4.348 0.35
C 3.674 -2.910 -2.121 -0.70
C -1.293 -4.714 0.730 0.46
C -1.725 -2.446 -1.309 0.93
C 3.630 -0.576 -3.141 0.46
C 4.225 -1.116 -4.483 -0.81
H 5.707 3.770 0.427 0.39
C -0.955 -2.206 -0.074 -0.44
C -0.767 -3.282 0.998 0.42
H -6.261 -0.173 1.383 0.09
O 3.494 0.699 -2.867 -0.51
O -2.780 -3.894 -2.725 -0.50
O -0.123 -3.072 2.216 -0.48
H -8.243 -0.059 -0.364 0.21
H -2.339 -3.492 -3.442 0.37
C -5.301 -0.130 1.912 -0.28
O 4.250 -4.846 -3.767 -0.50
C -1.399 1.541 -1.199 -0.96
C -5.078 0.976 2.921 0.72
C 0.082 1.442 -1.341 0.84
H -1.812 1.159 -2.094 0.42
H 2.589 2.027 0.398 0.09
H -6.233 1.158 4.916 0.32
H -3.494 2.483 1.272 0.39
C 5.940 3.427 1.424 -0.80
C 5.012 3.555 2.383 0.85
C 6.912 3.062 4.181 -0.87
C -2.299 -3.728 -1.584 0.23
H 4.696 -4.931 -4.644 0.37
H 7.292 2.908 5.115 0.49
H -4.529 0.956 4.862 0.35
O 2.176 1.779 -0.405 -0.39
C 7.922 2.829 3.174 0.44
O 8.336 2.815 0.668 -0.40
C -5.233 -0.163 -1.903 -0.27
H -4.393 -0.692 -2.296 0.04
O 4.391 3.498 4.755 -0.49
C 7.458 3.041 1.768 0.55
H -4.411 0.073 1.287 -0.12
C 0.874 2.125 -0.304 0.60
O -4.621 2.091 2.497 -0.70
H -8.454 -0.345 -2.255 0.38
H 0.998 2.996 1.679 0.51
H -5.614 -0.414 4.472 0.35
O -3.315 2.231 0.304 -0.50
H -5.173 -1.141 2.379 0.36
H 7.940 2.851 -0.127 0.30
O -1.149 -5.660 1.525 -0.56
H 3.536 -3.649 -1.233 0.32
H -2.415 -5.897 -0.951 0.25
O -1.863 -1.570 -2.169 -0.67
C 4.070 -3.484 -3.568 0.28
```

Results
SMILES: O=C1C=C(O)C(=O)C=C1O.O=C1C=C(O)C(=O)C=C1O.O=C1C=C(O)C(=O)C=C1O.O=C1C=C(O)C(=O)C=C1O.CC(C)=O.CC(C)=O
Multiplicity: 1

Entry 3:
ORCA calculation (the ωB97M-V functional and the def2-TZVPD basis) on C43H35IrN3OP2STe as an isolated structure.

Geometry as XYZ:
```
87
Properties=species:S:1:pos:R:3:mulliken_charge:R:1
C -0.858 -6.756 -0.751 -0.50
H 1.156 -2.311 -2.594 0.53
H 1.208 -1.104 -4.761 0.51
C -1.770 -0.581 -2.336 -0.09
Te -3.765 -2.173 1.305 0.17
H -4.386 3.087 2.496 0.43
H -0.664 0.374 -5.379 0.41
H -0.937 -7.831 -0.843 0.41
C -1.754 0.056 -3.562 -0.79
P -0.994 -0.141 1.064 -0.51
H 0.575 -4.396 1.205 0.43
C 0.729 -0.258 5.316 -0.68
C -0.725 -1.446 -1.976 -0.77
C -2.719 3.225 -0.451 -0.94
C -5.260 -1.700 -2.772 -0.50
H -2.572 0.705 -3.845 0.55
C 1.124 4.259 0.944 -0.41
H 4.190 5.605 1.444 0.40
C 6.880 0.449 -1.234 -0.42
C 0.391 -1.434 4.662 -0.78
C 0.494 0.969 4.709 -1.01
H -5.385 -2.317 -3.656 0.40
H 1.868 -0.699 1.887 0.29
H -1.162 1.875 -1.055 0.23
C -4.974 -0.097 -0.607 -0.06
C -0.063 1.020 3.441 -0.35
C 3.424 4.851 1.326 -0.60
C -3.624 3.563 0.546 -0.69
H -2.667 3.808 -1.361 0.51
H -4.865 0.593 0.220 0.54
H 1.164 -0.296 6.306 0.43
C 6.983 0.344 0.144 -0.69
H -2.588 -0.435 -1.641 0.95
C -1.404 -4.557 -1.554 -0.23
N -5.499 -0.401 -2.927 -0.63
H 1.850 6.274 1.019 0.43
C 5.845 0.462 0.930 -0.42
H 0.690 2.162 0.902 0.10
H 5.574 0.759 -2.909 0.44
C -4.693 -1.451 -0.464 -0.08
C -1.505 -5.936 -1.665 -0.83
C -1.904 -1.564 0.672 -0.64
C 0.375 -0.976 -4.085 -0.76
C 4.620 0.700 0.319 0.54
C 4.505 0.810 -1.061 0.12
C -2.834 1.738 1.898 -0.67
C 1.453 2.914 1.024 -0.22
C 1.526 2.282 -1.905 0.78
H 0.553 -2.389 5.144 0.47
C -0.109 -6.204 0.280 -0.84
C 2.106 5.225 1.091 -0.77
H -0.252 1.980 2.978 0.55
C -0.171 -1.387 3.394 -0.37
C -3.681 2.822 1.720 -0.77
C -0.653 -4.004 -0.518 0.51
H -2.088 -6.369 -2.467 0.43
C -1.930 1.390 0.893 1.05
H 0.397 -6.846 0.988 0.42
H 0.739 1.887 5.226 0.47
H 7.942 0.165 0.609 0.40
C 0.354 -1.632 -2.868 -0.05
O 1.787 3.360 -2.310 -0.66
H 4.790 3.217 1.586 0.47
C 2.769 2.555 1.242 0.87
C 3.763 3.512 1.408 -0.84
H 7.766 0.353 -1.848 0.41
H -1.907 -3.915 -2.267 0.46
H 5.907 0.367 2.007 0.44
P -0.661 -2.229 -0.297 1.08
C -5.370 0.373 -1.852 -0.51
H -2.888 1.157 2.811 0.44
C -0.010 -4.828 0.401 -0.33
C -1.875 2.138 -0.283 0.06
H -4.283 4.411 0.413 0.47
C -0.390 -0.160 2.772 0.54
H 0.097 4.543 0.754 0.49
Ir 0.691 -0.436 -0.420 1.70
N 2.077 -0.165 1.053 0.05
C -4.860 -2.273 -1.570 -0.11
H 3.543 0.995 -1.515 0.26
S 3.260 0.850 1.450 -0.02
H -0.456 -2.300 2.885 0.34
N 1.278 1.186 -1.512 -0.70
C -0.681 -0.139 -4.426 -0.65
C 5.646 0.675 -1.833 -1.00
H -5.586 1.427 -1.993 0.43
H -4.661 -3.335 -1.513 0.48
```

Results
Net charge: +1
Multiplicity: 1

Calculated ΔE to the lowest compared entry with this formula, charge and spin, 54.1, 37.9, 0.0 kcal/mol (same order as the records).
Calculated E, -96223.2807, -68401.3784, -91215.5401 eV (same order as the records).
Calculated HOMO energy, -0.374, -0.316, -0.380 Eh (same order as the records).